Entry 1:
This record from the OMol25 dataset describes C6H12Cl2FFeO2Se2 as an isolated structure at a distorted geometry. The level of theory is the ωB97M-V functional and the def2-TZVPD basis.

Output
Total charge: 0
LUMO energy (alpha / beta): -0.462 / -0.774 eV
2S+1: 6
Relative energy (zero: lowest compared OMol25 entry of this formula, charge and spin): 1.6309 eV

Geometry as XYZ:
```
26
Properties=species:S:1:pos:R:3:forces:R:3:mulliken_spin:R:1
Fe -0.20692 0.90903 -2.19230 -1.168 -1.307 1.499 3.721
O -0.96087 -2.51413 -0.13888 1.054 2.621 -1.245 0.004
C 0.03998 -1.69931 0.53603 -0.438 -1.378 1.192 -0.018
C -0.47251 -0.51927 1.41848 2.363 1.069 0.593 -0.035
C -0.71819 -1.00571 2.88088 -0.557 0.324 -0.519 -0.007
O -0.98620 0.13395 3.72871 -0.025 -1.565 1.869 -0.001
C -1.65021 0.26532 0.89562 0.462 0.809 -0.861 0.018
Se -1.12218 2.02775 -0.14690 -4.385 0.389 0.920 0.530
C 0.74268 0.45780 1.66031 -1.649 0.359 -1.337 0.064
Se 1.15329 1.31972 -0.15481 4.755 -0.808 1.215 0.601
H -1.03914 -2.00977 -1.01981 -0.215 -1.153 1.291 -0.002
H 0.92293 -1.43975 -0.07008 -0.777 0.229 -0.319 0.022
H 0.46475 -2.36843 1.28859 0.110 -0.284 -0.060 -0.002
H 0.11243 -1.63769 3.28107 -0.507 0.557 -0.466 0.002
H -1.63091 -1.55988 2.79819 -0.501 -0.953 0.367 0.000
H -1.15341 -0.26828 4.64363 0.269 1.100 -1.932 0.001
H -2.24410 0.63508 1.72100 -0.273 0.139 -0.146 -0.005
H -2.20051 -0.29408 0.15638 -0.412 -0.178 0.077 0.001
H 1.63040 -0.06577 1.91341 0.826 -0.545 0.180 -0.025
H 0.47661 1.16196 2.48906 0.366 -0.099 -1.242 -0.006
Cl 0.38789 1.11765 -4.34459 1.232 1.361 -0.951 0.031
C 2.04129 2.03624 -4.63328 -0.770 -0.044 0.602 -0.006
Cl 2.93174 0.93449 -5.60180 0.627 0.090 -0.555 0.000
H 2.55143 2.18230 -3.67427 -0.532 -0.280 -0.103 0.005
H 1.82369 3.01899 -5.08814 -0.114 -0.844 -0.064 0.001
F -0.89395 -0.81823 -2.34651 0.259 0.391 -0.005 0.106
```
Forces are in eV/Å.

***

Entry 2:
This record from the OMol25 dataset describes C17H19FN2O5S2 as an isolated structure at a distorted geometry. The level of theory is the ωB97M-V functional and the def2-TZVPD basis.

Output
Total charge: 0
LUMO energy: -0.862 eV
2S+1: 1
Relative energy (zero: lowest compared OMol25 entry of this formula, charge and spin): 18.2196 eV

Geometry as XYZ:
```
46
Properties=species:S:1:pos:R:3:forces:R:3:mulliken_charge:R:1
O 0.92677 2.39636 -1.00269 -2.913 4.642 -2.323 -0.698
S 1.46035 1.21276 -0.59631 6.401 -4.914 2.473 1.423
O 2.70015 0.69090 -1.20651 -1.854 0.983 0.540 -0.664
N 1.67711 1.44776 1.04514 1.749 2.919 0.853 -0.269
H 2.04241 2.51797 1.12097 -1.086 -3.306 -0.069 0.346
C 2.48200 0.46463 1.84422 -2.352 -2.558 -0.805 -0.675
C 3.95610 0.38942 1.57661 -3.742 -9.685 -4.226 0.368
C 4.78776 1.29278 1.49056 1.730 9.519 3.981 0.331
C 6.14380 1.21246 1.14222 0.098 5.959 2.655 -0.477
C 6.49422 0.11243 0.63554 5.010 -7.131 -3.134 0.446
C 5.76830 -1.20945 0.48486 -1.369 8.401 2.443 -0.935
C 4.49536 -1.01089 0.74471 -1.057 4.925 3.864 -0.537
H 3.69141 -1.57731 0.54641 -2.415 -2.600 -0.634 0.458
H 6.07019 -1.99838 0.03260 2.636 -4.814 -2.982 0.597
F 7.85004 -0.00984 0.15410 -1.856 0.209 0.940 -0.339
H 6.81406 2.10914 1.50398 -1.101 -2.153 -1.503 0.273
H 4.33791 2.39019 2.10394 1.721 -2.832 -2.064 0.028
H 2.36460 0.63964 2.94421 -0.547 -0.077 -1.042 0.372
H 1.81736 -0.67610 1.50584 2.449 3.300 1.445 0.176
C 0.47638 -0.19079 -0.51705 6.132 -2.660 -5.918 0.503
C 0.87428 -1.34293 -1.31944 -14.821 0.133 10.325 -1.460
C 0.01507 -2.47109 -1.10972 -0.790 -0.699 -3.751 -0.726
C -1.35144 -2.33391 -0.67825 10.790 10.269 3.146 -0.988
C -1.65072 -1.05515 0.02850 -2.345 -4.913 -4.174 -0.091
C -0.76463 -0.15546 -0.32181 -6.770 8.655 7.878 -0.600
H -1.14507 0.93105 0.36512 1.226 -2.444 -2.398 0.212
S -3.37832 -0.62774 0.48099 1.473 -10.430 3.243 1.196
O -3.82307 -2.22254 1.02365 1.437 6.547 -1.945 -0.771
O -3.30655 0.40192 1.44726 -0.297 1.466 0.299 -0.596
N -4.21544 -0.53983 -0.88605 0.489 -2.559 1.895 0.204
C -4.13296 0.66700 -1.49693 0.930 6.730 2.786 -0.650
H -3.10553 1.21433 -1.36061 -1.544 -1.251 0.463 0.118
C -5.25904 1.59439 -0.78581 3.849 3.780 0.995 -0.312
H -5.27177 2.74093 -1.31132 0.275 -3.008 1.618 0.302
O -6.46836 1.10630 -0.96574 -2.211 -3.760 0.628 -0.418
C -6.56930 -0.45072 -0.34679 -3.014 8.330 4.233 -0.409
H -7.55601 -0.64183 -0.72445 -0.285 -0.637 0.490 0.335
C -5.52136 -1.17272 -0.77554 3.527 -3.162 -8.414 -0.748
H -5.44378 -2.17130 -0.51083 0.280 -1.595 1.560 0.548
H -5.61631 -1.42784 -1.98788 -0.494 0.829 2.464 0.315
H -6.42618 -0.10525 0.83367 -0.928 -1.304 -2.779 0.262
H -4.88229 1.70350 0.51755 -1.246 -0.160 -3.854 0.207
H -4.18798 0.78835 -2.50009 -0.937 -0.847 -3.412 0.538
H -2.05132 -2.86961 -0.73252 -9.445 -8.870 -0.916 1.153
H 0.29765 -3.38843 -1.79664 -0.727 1.626 1.821 0.225
H 1.65471 -1.37493 -1.67917 13.944 -0.852 -6.695 1.426
```
Forces are in eV/Å.

***

Entry 3:
This record from the OMol25 dataset describes a 2-piece molecular cluster, C23H38ClF9NO3S2 overall. The level of theory is the ωB97M-V functional and the def2-TZVPD basis.

Output
Total charge: +1
LUMO energy: -3.010 eV
2S+1: 1
Relative energy (zero: lowest compared OMol25 entry of this formula, charge and spin): 0.0000 eV

Geometry as XYZ:
```
77
Properties=species:S:1:pos:R:3:forces:R:3:mulliken_charge:R:1
C -0.54647 -3.40222 -0.87535 0.083 -0.004 0.178 -1.014
C 0.83109 -2.75743 -1.06414 0.226 -0.452 -0.075 -0.428
C 1.34311 -2.15066 0.22730 -0.053 -0.112 0.091 -0.741
O 2.22174 -1.00315 -0.12560 0.159 -0.110 -0.080 -0.446
C 2.28470 0.02901 0.65299 -0.020 -0.001 0.185 -0.282
N 1.82833 1.16034 0.18963 -0.196 0.127 0.274 0.877
C 1.28383 1.28335 -1.17263 0.225 0.115 -0.195 -1.201
S -0.08461 0.14316 -1.51982 -0.282 0.481 0.162 0.239
C -1.45568 1.21145 -2.06375 -0.107 0.022 -0.235 -0.467
C -2.72842 1.02776 -1.24417 -0.001 -0.083 0.052 -1.205
C 2.00068 2.25612 1.18535 0.145 -0.144 0.087 0.225
S 3.66327 3.02071 0.95771 -0.032 0.084 -0.116 -0.091
C 0.94275 3.34588 1.14883 0.018 0.048 -0.165 -1.419
C -0.51226 2.90311 1.25471 -0.063 -0.124 0.035 -0.210
F -1.24152 3.57109 0.27679 -0.036 -0.073 -0.035 -0.375
C 2.02184 1.41377 2.48495 -0.130 -0.076 -0.238 0.146
C 2.32542 2.20322 3.75281 0.046 0.053 -0.036 -0.677
C 1.07851 2.79527 4.43688 -0.074 -0.097 0.058 -0.636
C 1.05924 2.43897 5.91403 0.119 -0.042 -0.081 -0.930
O 0.89210 1.02209 5.97791 -0.117 -0.012 0.056 -0.522
C 2.91062 0.22558 2.02821 0.023 -0.127 -0.248 -0.520
C 3.14836 -0.98077 2.94205 -0.022 -0.042 -0.093 0.156
Cl 4.31765 -2.09371 2.11255 -0.319 0.059 -0.242 -0.124
C 3.78442 -0.64584 4.29157 -0.075 0.013 0.165 -0.931
C 4.98739 0.29526 4.22132 0.166 -0.148 -0.048 -1.066
H -1.14752 -2.84007 -0.15407 -0.043 0.033 -0.155 0.313
H -1.08550 -3.43265 -1.81934 0.002 -0.068 0.037 -0.027
H -0.46656 -4.42246 -0.49514 -0.007 0.058 -0.033 0.473
H 0.79151 -1.99781 -1.84491 0.069 -0.257 0.218 0.385
H 1.55179 -3.51009 -1.39563 -0.045 0.062 -0.049 0.491
H 1.93306 -2.85493 0.79999 0.183 -0.023 0.160 0.459
H 0.53188 -1.76036 0.84731 0.037 0.072 -0.143 0.349
H 0.96743 2.31295 -1.32465 -0.038 -0.037 0.054 0.465
H 2.09695 1.06123 -1.86524 -0.032 0.043 0.048 0.501
H -1.63833 0.90871 -3.09677 -0.024 0.135 0.040 0.416
H -1.12272 2.24739 -2.09376 0.037 0.018 0.161 0.409
H -3.40495 1.86672 -1.41410 0.009 -0.057 -0.031 0.393
H -2.52526 0.96786 -0.17431 0.040 0.098 -0.030 0.252
H -3.24291 0.10863 -1.53286 0.050 0.057 0.036 0.309
H 3.47700 3.27529 -0.34509 0.015 0.092 0.000 0.244
H 1.20751 4.04396 1.94542 -0.045 -0.040 -0.067 0.529
H 1.04011 3.91777 0.22149 -0.012 -0.028 0.047 0.677
H -0.63924 1.82791 1.08340 0.019 0.052 -0.050 0.133
H -0.95593 3.15354 2.21901 0.032 0.007 -0.059 0.273
H 1.00600 0.99028 2.53669 0.068 0.131 0.297 0.506
H 3.04023 3.00028 3.52295 0.026 -0.084 0.091 0.409
H 2.80527 1.54263 4.46751 -0.099 0.145 -0.076 0.135
H 1.02098 3.87996 4.31949 0.014 -0.053 -0.016 0.470
H 0.17439 2.35424 4.00170 0.024 0.154 0.052 0.087
H 0.25542 2.96706 6.43270 -0.023 -0.077 -0.037 0.544
H 2.01324 2.71354 6.38153 -0.087 0.100 0.011 0.327
H 0.54579 0.77357 6.84123 0.099 0.033 -0.033 0.312
H 3.90642 0.61411 1.75945 -0.047 0.009 0.143 0.399
H 2.22952 -1.55009 3.09781 0.102 -0.015 -0.042 0.432
H 4.11167 -1.59577 4.71968 -0.112 0.031 -0.046 0.573
H 3.00046 -0.27454 4.95975 0.095 0.022 -0.015 0.360
H 5.61197 0.16886 5.10649 -0.094 0.076 0.000 0.369
H 4.71029 1.34829 4.15515 0.109 -0.115 -0.039 0.272
H 5.62198 0.05143 3.36428 -0.045 0.020 0.058 0.361
C -2.89224 -1.65869 -5.62766 0.349 0.054 -0.287 -1.129
C -2.63453 -2.56324 -4.42177 0.123 -0.127 0.008 1.156
C -3.08989 -4.02499 -4.51343 -0.029 0.085 0.035 0.071
F -4.42755 -4.09824 -4.64303 0.134 -0.085 0.043 -0.223
F -2.73192 -4.64900 -3.36599 -0.049 -0.030 -0.045 -0.248
F -3.10777 -1.99999 -3.29087 0.068 0.029 0.029 -0.236
F -1.26635 -2.63894 -4.30643 -0.019 0.023 0.059 -0.330
O -4.01402 -0.82420 -5.52154 -0.110 0.115 0.411 -0.390
C -5.23682 -1.21403 -5.97931 -0.257 0.107 -0.184 0.829
C -6.27660 -1.19847 -4.84917 0.007 -0.010 -0.074 0.176
F -5.88622 -2.03136 -3.86093 -0.092 0.077 -0.005 -0.216
F -7.45472 -1.62831 -5.34147 0.002 0.004 0.063 -0.257
F -5.19206 -2.41210 -6.58397 -0.060 0.023 -0.047 -0.282
F -5.64908 -0.30399 -6.89202 0.051 -0.115 -0.043 -0.296
H -2.03980 -0.98113 -5.65176 0.005 -0.005 -0.055 0.476
H -2.88957 -2.23595 -6.55286 -0.018 -0.049 0.068 0.365
H -2.60539 -4.52182 -5.35753 -0.035 -0.036 0.005 0.322
H -6.38349 -0.18533 -4.45754 -0.027 -0.009 0.030 0.257
```
Forces are in eV/Å.

***

Entry 4:
This record from the OMol25 dataset describes C40H38IN4O2PV as an isolated structure at a distorted geometry. The level of theory is the ωB97M-V functional and the def2-TZVPD basis.

Output
Total charge: 0
LUMO energy (alpha / beta): 0.073 / 0.067 eV
2S+1: 2
Relative energy (zero: lowest compared OMol25 entry of this formula, charge and spin): 1.5661 eV

Geometry as XYZ:
```
87
Properties=species:S:1:pos:R:3:forces:R:3:mulliken_spin:R:1
V -0.41220 -0.05816 0.15087 0.681 1.194 -0.326 1.104
C 0.87581 3.64631 -1.44835 0.025 0.517 -0.248 0.010
C 0.95936 2.30230 -0.83332 -1.924 -0.566 -0.348 -0.032
O -0.22588 1.69233 -0.67785 0.692 0.556 -0.221 -0.039
C 2.09785 1.68014 -0.51929 0.986 -0.800 0.169 0.003
C 1.97070 0.37706 0.13064 -0.712 0.305 0.440 -0.072
C 2.81536 -0.79850 -0.27372 0.131 -0.023 -0.057 0.009
N 1.22150 0.25868 1.24224 0.447 0.774 0.659 -0.032
N 1.00153 1.44717 2.05442 0.707 -1.167 -1.072 0.010
C -0.24309 1.63279 2.25895 -1.280 0.037 -0.407 -0.003
O -1.22577 0.90108 1.70173 1.283 0.702 0.596 -0.026
C -0.60971 2.83375 3.08298 -0.422 -0.500 -0.046 0.009
C 0.31230 3.55486 3.83982 0.050 0.037 0.006 -0.004
C -0.09964 4.66509 4.56817 -0.051 -0.072 -0.065 -0.001
C -1.43562 5.06870 4.55002 0.105 -0.115 -0.061 0.001
C -2.35443 4.34948 3.79777 0.114 -0.140 -0.083 0.000
C -1.93755 3.23502 3.07046 -0.287 0.257 0.154 0.003
H 0.38410 3.60632 -2.43001 0.106 -0.078 0.149 0.000
H 0.25436 4.28915 -0.82051 0.055 0.009 0.016 -0.002
H 1.86565 4.09401 -1.55476 -0.096 0.024 -0.027 -0.001
H 3.05583 2.08697 -0.82459 -0.014 -0.065 0.129 -0.003
H 2.75678 -1.00373 -1.34657 -0.025 0.056 0.084 0.001
H 3.87039 -0.59339 -0.03550 -0.158 0.022 -0.020 -0.005
H 2.51904 -1.68199 0.29076 -0.037 -0.040 -0.001 -0.003
H 1.34766 3.23384 3.83837 -0.071 0.050 0.026 0.000
H 0.62458 5.21982 5.15624 -0.054 -0.043 -0.055 0.000
H -1.75565 5.93672 5.11697 0.054 -0.063 -0.030 0.000
H -3.39629 4.65057 3.77264 0.064 -0.004 0.006 0.000
H -2.63908 2.65993 2.47846 0.030 0.049 0.030 0.002
I 0.77779 0.65235 -4.15329 -0.291 0.912 0.582 0.001
C 1.57506 -1.16183 -4.63283 -0.071 -0.389 0.105 0.000
C 2.75790 -1.15945 -5.29355 0.733 -0.450 -0.489 0.000
C 3.23251 -2.33934 -5.93765 -0.027 0.607 0.201 0.000
C 2.42283 -3.42541 -5.98678 -0.364 -0.186 0.081 0.000
C 1.16610 -3.42791 -5.30962 0.161 -0.342 -0.235 0.000
C 0.27011 -4.51466 -5.50221 0.409 -0.009 -0.171 0.000
C -0.95484 -4.49845 -4.93019 -0.350 0.378 0.391 0.000
C -1.26240 -3.46228 -4.00266 -0.479 -0.786 -0.176 0.000
C -0.41300 -2.44053 -3.71065 0.140 0.351 0.350 0.007
P -0.75399 -1.60344 -2.02244 -0.083 -0.404 -0.771 0.050
C -2.32637 -0.68331 -2.28560 0.032 -0.047 0.005 -0.019
C -3.02441 -0.27396 -1.14640 0.021 0.190 0.031 0.003
C -4.11386 0.58323 -1.22668 0.095 -0.097 -0.075 0.001
C -4.52944 1.04125 -2.46793 0.019 -0.010 -0.094 -0.001
C -3.84739 0.64397 -3.61333 0.071 -0.045 0.067 0.000
C -2.74967 -0.20840 -3.52438 -0.123 0.014 -0.033 -0.004
C -1.27079 -3.18014 -1.20205 -0.027 0.026 0.073 -0.018
C -2.58681 -3.51178 -0.91047 -0.147 -0.279 0.161 0.006
C -2.88957 -4.68720 -0.21654 0.122 0.176 -0.150 0.002
C -1.87348 -5.54575 0.18031 0.077 0.091 -0.074 -0.001
C -0.54915 -5.22277 -0.11427 -0.076 0.204 -0.121 0.002
C -0.25207 -4.04330 -0.79208 -0.089 -0.257 0.024 -0.002
C 0.77887 -2.33321 -4.50093 0.090 0.134 -0.029 0.002
H 3.31150 -0.23290 -5.38686 0.027 -0.099 -0.017 0.000
H 4.18823 -2.32931 -6.45070 -0.094 0.026 0.069 0.000
H 2.69930 -4.30102 -6.56809 -0.045 0.078 0.105 0.000
H 0.57773 -5.33550 -6.14457 -0.011 0.095 0.064 0.000
H -1.66478 -5.29770 -5.11004 0.004 0.103 0.049 0.000
H -2.18221 -3.55648 -3.43445 0.070 -0.039 -0.151 0.000
H -2.72988 -0.62241 -0.16174 0.017 -0.101 0.171 -0.006
H -4.61991 0.89772 -0.32201 0.036 -0.022 -0.040 0.000
H -5.37658 1.71402 -2.54074 0.068 -0.039 -0.024 0.000
H -4.16016 1.01304 -4.58451 0.025 -0.050 0.076 0.000
H -2.21171 -0.48861 -4.42184 -0.044 -0.021 0.031 0.000
H -3.39192 -2.85138 -1.21188 0.018 -0.051 -0.001 -0.001
H -3.92428 -4.93105 -0.00118 0.048 0.019 -0.012 0.000
H -2.10977 -6.46410 0.70662 0.029 0.052 -0.017 0.000
H 0.25324 -5.88832 0.18582 -0.041 0.049 -0.021 0.000
H 0.78649 -3.79534 -0.99194 -0.051 0.035 -0.018 -0.004
N -0.85623 -1.77134 1.12797 -0.130 -0.303 -0.142 -0.102
C -1.26090 -2.47544 1.93739 -0.216 -0.414 1.001 0.145
N -1.71556 -3.24260 2.89609 0.025 -0.133 0.032 0.003
C -0.74968 -4.05067 3.69908 -0.644 0.407 -0.190 0.005
C -1.56896 -4.94662 4.60349 -0.093 -0.033 0.026 0.001
C -2.44578 -4.12514 5.56634 0.031 0.063 -0.056 0.000
C -3.07496 -2.88125 4.88840 0.088 -0.106 0.117 0.001
C -3.11002 -3.03965 3.38403 0.656 -0.171 -0.131 0.006
H -0.11064 -3.38598 4.27983 0.058 0.105 0.077 0.000
H -0.12064 -4.61788 3.02078 0.018 -0.092 -0.154 -0.001
H -0.89144 -5.60246 5.14887 -0.029 0.004 0.116 0.000
H -2.18631 -5.59724 3.97757 -0.015 0.031 0.014 0.000
H -1.83400 -3.80148 6.40957 -0.019 0.021 0.020 0.000
H -3.22731 -4.76351 5.97950 0.005 -0.038 -0.030 0.000
H -2.49932 -1.98440 5.12314 0.036 -0.008 -0.011 0.000
H -4.08770 -2.69934 5.24804 -0.009 -0.067 0.070 0.000
H -3.51045 -2.16176 2.88910 0.017 0.166 -0.042 -0.004
H -3.71665 -3.89124 3.08332 -0.077 -0.162 -0.032 0.001
```
Forces are in eV/Å.

***

no.,molecular weight (g/mol)
1,419.8
2,414.5
3,647.1
4,815.6